DFT (the ωB97M-V functional and the def2-TZVPD basis) results for a 2-piece molecular cluster, C5H7IN2S overall.

Output
Orbital gap (alpha / beta) ... 6.090 / 7.936 eV

ORCA input file:
```
! RIJCOSX wB97M-V def2-TZVPD def2/J DEFGRID3
* xyz 0 1
C 1.8077 0.8768 -1.6726
C 0.8745 1.2726 -0.7762
C 0.7110 -0.8965 -1.2142
C -1.4268 -1.3021 0.6620
C -1.0193 0.0784 0.2467
N 1.7292 -0.4875 -1.8717
N 0.1470 0.1755 -0.4793
S 0.5443 0.7603 2.5860
I -2.5519 1.4745 -0.0974
H 2.7122 1.2843 -2.1920
H 0.8263 2.0395 -0.0840
H 0.3424 -1.8881 -1.0756
H -1.9012 -1.8289 -0.1541
H -2.0637 -1.1432 1.5311
H -0.5980 -1.8378 1.1059
H -0.1337 1.4221 3.4854
*
```

=====

DFT (the ωB97M-V functional and the def2-TZVPD basis) results for a single C4H6N4 molecule.

Output
Orbital gap ... 8.069 eV
SMILES string ... C1NN=C2CNN=C12

ORCA input file:
```
! RIJCOSX wB97M-V def2-TZVPD def2/J DEFGRID3
* xyz 0 1
C -1.6409 -0.3853 -0.6233
C 0.2893 0.0368 0.7162
C 1.6194 0.5593 0.7205
C -0.1975 -0.1259 -0.6118
H -2.1487 0.6541 -0.8120
H -2.0581 -1.2321 -1.2535
H -2.6206 -1.3034 1.3094
H 2.2132 -0.0904 1.2896
H 1.8288 1.5292 0.9743
H 2.5928 1.0277 -1.5164
N -1.6847 -1.0018 0.6981
N -0.6218 -0.4820 1.4530
N 1.7802 0.4980 -0.8138
N 0.6485 0.3158 -1.5304
*
```

=====

DFT (the ωB97M-V functional and the def2-TZVPD basis) results for a single Cl2HOPS molecule.

Output
Orbital gap ... 9.944 eV
SMILES string ... OP(=S)(Cl)Cl

ORCA input file:
```
! RIJCOSX wB97M-V def2-TZVPD def2/J DEFGRID3
* xyz 0 1
O -0.3963 0.6133 -0.1535
P -1.7424 -0.2370 0.0417
S -1.6229 -2.1705 0.3277
Cl -2.8609 0.5281 -1.6032
Cl -2.7921 0.7015 1.4574
H -0.0442 -0.0063 -0.7924
*
```

=====

DFT (the ωB97M-V functional and the def2-TZVPD basis) results for a 2-piece molecular cluster, C2H6IN2O2 overall.

Output
Orbital gap ... 7.026 eV

ORCA input file:
```
! RIJCOSX wB97M-V def2-TZVPD def2/J DEFGRID3
* xyz 1 1
C -0.0068 0.9385 -0.7541
C 0.3051 -0.4623 -0.2425
N 0.9300 1.7114 -0.2607
N 0.0108 -1.4722 -1.0376
O -0.9488 1.1975 -1.4186
O -1.8882 -0.0559 1.2731
I -3.3154 -0.3449 -0.0499
H 0.8434 -0.6736 0.6783
H 1.7440 1.1972 -0.0630
H 0.8816 2.7837 -0.4371
H -0.6230 -1.2767 -1.8306
H -0.1623 -2.3432 -0.5628
H -2.0257 0.7229 1.8132
*
```

=====

DFT (the ωB97M-V functional and the def2-TZVPD basis) results for C46H42Cl6IIrN3O2P2Si2 as an isolated structure.

Output
Orbital gap (alpha / beta) ... 7.140 / 5.703 eV

ORCA input file:
```
! RIJCOSX wB97M-V def2-TZVPD def2/J DEFGRID3
* xyz 0 2
Ir 0.8220 0.5919 0.1847
C 4.3798 -0.3495 -0.7397
Si 3.1434 -1.7528 -0.6632
C 3.5661 -2.7668 0.8623
C 3.3906 -2.8772 -2.1368
N 1.4602 -1.2812 -0.5335
P 0.1004 -1.4934 -1.3641
C -0.8164 -0.2311 -0.5624
P -1.4922 -0.4661 1.0329
N -0.1239 -0.3418 1.8870
Si 0.0434 -0.2466 3.6251
C 1.4844 -1.3056 4.1791
C -1.4605 -0.9441 4.5098
C 0.1896 1.5219 4.2413
C -2.3984 -2.0127 1.2203
C -1.7949 -3.1058 1.8302
C -2.4678 -4.3160 1.9079
C -3.7359 -4.4416 1.3607
C -4.3306 -3.3623 0.7208
C -3.6613 -2.1525 0.6445
C -2.6571 0.8283 1.5343
C -2.2833 2.1578 1.3355
C -3.0324 3.1826 1.8923
C -4.1620 2.8954 2.6456
C -4.5417 1.5767 2.8434
C -3.7914 0.5467 2.2954
C 0.0783 -1.2113 -3.1417
C 0.5861 -2.1670 -4.0193
C 0.6144 -1.9096 -5.3793
C 0.1177 -0.7081 -5.8690
C -0.4242 0.2287 -5.0016
C -0.4487 -0.0233 -3.6382
C -0.4745 -3.2014 -1.2354
C -1.6557 -3.5948 -1.8622
C -2.0603 -4.9171 -1.8039
C -1.2740 -5.8565 -1.1466
C -0.0965 -5.4693 -0.5276
C 0.2944 -4.1375 -0.5572
H 4.9663 -0.3185 0.1787
H 3.9327 0.6273 -0.9118
H 5.0673 -0.5356 -1.5674
H 4.6328 -3.0056 0.8591
H 3.0222 -3.7120 0.9003
H 3.3545 -2.2296 1.7877
H 4.4480 -3.1551 -2.1552
H 3.1585 -2.3941 -3.0863
H 2.8098 -3.7987 -2.0533
H 1.1964 -2.3599 4.1562
H 1.7603 -1.0615 5.2075
H 2.3719 -1.1909 3.5623
H -1.7550 -1.9517 4.2214
H -2.3277 -0.2880 4.4257
H -1.1829 -0.9732 5.5685
H 1.1891 1.7725 4.5996
H -0.5038 1.6605 5.0738
H -0.0879 2.2425 3.4702
H -0.7962 -3.0043 2.2373
H -1.9967 -5.1632 2.3883
H -4.2592 -5.3871 1.4230
H -5.3142 -3.4634 0.2817
H -4.1264 -1.3108 0.1446
H -1.4012 2.3967 0.7528
H -2.7209 4.2079 1.7390
H -4.7418 3.6981 3.0825
H -5.4173 1.3428 3.4345
H -4.0873 -0.4749 2.4887
H 0.9590 -3.1122 -3.6433
H 1.0244 -2.6454 -6.0584
H 0.1481 -0.5062 -6.9317
H -0.8182 1.1628 -5.3819
H -0.8584 0.7028 -2.9493
H -2.2507 -2.8690 -2.4049
H -2.9821 -5.2207 -2.2826
H -1.5854 -6.8929 -1.1173
H 0.5144 -6.1997 -0.0128
H 1.1920 -3.8164 -0.0502
Cl 1.3934 5.8853 -5.2413
C 1.3393 4.4872 -4.2017
C 2.3080 3.5396 -4.3092
C 2.2960 2.4188 -3.4634
I 3.6809 0.9204 -3.8768
C 1.3642 2.2308 -2.4532
O 1.4904 1.2004 -1.6673
C 0.2498 3.1593 -2.4607
N -0.8391 2.8482 -1.7169
C -1.8781 3.6396 -1.7529
C -1.9300 4.8366 -2.4910
C -0.8579 5.1634 -3.2651
C 0.2585 4.2991 -3.3074
H 3.0915 3.6475 -5.0454
H -2.7404 3.3383 -1.1670
H -2.8131 5.4596 -2.4527
H -0.8558 6.0557 -3.8754
Cl 3.8218 5.4625 4.7490
C 2.9460 4.6134 3.5343
C 3.2479 3.2875 3.2484
Cl 4.4849 2.4632 4.1152
C 2.5310 2.6163 2.2703
Cl 2.8605 0.9479 1.9285
C 1.4863 3.2074 1.5527
O 0.8064 2.6015 0.6274
C 1.2110 4.5580 1.8494
Cl -0.0386 5.3221 0.9454
C 1.9224 5.2437 2.8215
Cl 1.5410 6.8866 3.1567
*
```

=====

DFT (the ωB97M-V functional and the def2-TZVPD basis) results for a single C6H10N6 molecule.

Output
Orbital gap ... 9.862 eV
SMILES string ... [H]/N=N/NC1(/N=N/N)C=CCC=C1

ORCA input file:
```
! RIJCOSX wB97M-V def2-TZVPD def2/J DEFGRID3
* xyz 0 1
C 0.6389 -1.7783 0.6940
C -0.5596 -0.1010 2.0277
C 0.8503 -0.8653 -0.2628
C -0.4315 0.8598 1.0531
C -0.0697 -1.5540 1.9609
C 0.2923 0.5386 -0.2218
N 3.3433 1.7289 -1.4607
N -0.3871 0.8413 -1.4666
N 2.5821 0.8948 -0.9302
N -1.6408 0.5795 -1.5043
N -2.1299 0.5940 -2.6926
N 1.4874 1.4103 -0.3322
H 1.1210 -2.8005 0.5378
H -1.1665 0.1686 2.9534
H 1.3968 -1.1287 -1.1597
H -1.0023 1.7784 1.2669
H -0.8731 -2.2244 2.1608
H 0.6176 -1.9912 2.7825
H 4.0616 1.1350 -1.8645
H -1.4689 0.7660 -3.5473
H -2.9801 1.0386 -2.6005
H 1.1958 2.3681 -0.4955
*
```

=====

DFT (the ωB97M-V functional and the def2-TZVPD basis) results for a 3-piece molecular cluster, C9H22ClN5O5 overall.

Output
Orbital gap ... 9.418 eV
SMILES string ... NC(N)(N)COC(=O)OCl.CNC(C)=O.CNC(C)=O

ORCA input file:
```
! RIJCOSX wB97M-V def2-TZVPD def2/J DEFGRID3
* xyz 0 1
N 3.5684 -3.9663 2.0669
C 4.0557 -3.9265 0.6333
N 5.1077 -2.8007 0.5633
N 4.8153 -5.2047 0.2655
C 2.9031 -3.5917 -0.4832
O 1.6164 -3.1348 0.0615
C 0.7424 -4.2475 0.4593
O 1.0210 -5.5510 0.3943
O -0.5846 -3.8727 1.0333
Cl -0.4585 -2.2053 1.4248
H 2.8531 -4.7275 2.2232
H 4.3980 -4.2910 2.6451
H 4.6723 -1.9691 1.0272
H 5.3547 -2.5948 -0.4307
H 5.4698 -5.3824 1.0673
H 4.1431 -6.0104 0.1765
H 2.8194 -4.5362 -1.1995
H 3.2918 -2.7124 -1.1906
C -0.3892 2.8912 1.2240
C 0.0555 1.4873 0.9240
O 0.0807 0.6113 1.7864
N 0.4397 1.1946 -0.3514
C 0.4809 2.0750 -1.4949
H -0.6638 2.9703 2.2795
H 0.4261 3.5922 1.0257
H -1.2645 3.1435 0.6194
H 0.7255 0.2297 -0.4749
H -0.1684 1.6574 -2.2680
H 1.5086 2.1025 -1.8650
H 0.1542 3.0876 -1.2536
C -4.8668 5.1480 -0.1591
C -3.8044 4.1447 -0.5103
O -2.6301 4.2924 -0.1769
N -4.1737 3.0415 -1.2218
C -5.4887 2.6890 -1.7024
H -4.4207 5.9702 0.4073
H -5.3106 5.5574 -1.0706
H -5.6347 4.6779 0.4612
H -3.4033 2.4129 -1.4197
H -5.7600 1.7228 -1.2705
H -5.4385 2.5951 -2.7899
H -6.2428 3.4310 -1.4360
*
```

=====

DFT (the ωB97M-V functional and the def2-TZVPD basis) results for C17H22IrN3O5S5 as an isolated structure.

Output
Orbital gap ... 5.929 eV

ORCA input file:
```
! RIJCOSX wB97M-V def2-TZVPD def2/J DEFGRID3
* xyz 0 1
Ir 0.2535 -0.8558 -0.5161
C 1.7322 -1.6375 2.4515
C 0.6969 -0.6030 2.8832
S -0.3440 0.1401 1.5750
C 0.3667 1.8017 1.3953
C 1.7772 1.8269 0.8562
S 1.8777 0.9458 -0.7401
C 3.4611 0.0683 -0.6010
C 3.4850 -1.2105 0.2241
S 3.3853 -1.0121 2.0325
H 1.3828 -2.2308 1.6052
H 1.8671 -2.3443 3.2699
H 1.1502 0.2347 3.4140
H -0.0191 -1.0674 3.5614
H 0.2979 2.3032 2.3615
H -0.3228 2.3145 0.7325
H 2.4762 1.3480 1.5384
H 2.0871 2.8583 0.6853
H 4.1744 0.8084 -0.2358
H 3.7221 -0.1670 -1.6337
H 4.4395 -1.7025 0.0320
H 2.7132 -1.9179 -0.0967
S 0.7579 -1.6660 -5.0374
C 0.8433 -1.5972 -3.4467
N 0.9187 -1.5604 -2.2672
O -3.0629 -1.9075 -0.6718
C -2.2271 -2.7571 -0.4022
C -2.5058 -4.2324 -0.2038
C -1.1231 -4.8619 -0.0395
C -0.1878 -3.6762 -0.0184
O 1.0142 -3.6801 0.1684
N -0.8894 -2.5121 -0.2353
H -3.0667 -4.6022 -1.0603
H -3.1406 -4.3494 0.6745
H -0.8415 -5.4997 -0.8777
H -0.9992 -5.4458 0.8706
N -1.3425 -0.0781 -1.5019
C -1.5582 1.3316 -1.2776
C -0.7477 2.2534 -1.9238
C -0.7740 3.5740 -1.5040
C -1.6028 3.9502 -0.4541
C -2.5124 3.0419 0.0816
C -2.4905 1.7182 -0.3226
S -1.3718 5.5382 0.3648
O -0.1138 6.0112 -0.1834
O -1.3085 5.1319 1.7610
O -2.5466 6.2972 -0.0040
H -1.1535 -0.2709 -2.4870
H -2.1618 -0.6410 -1.1950
H -0.0652 1.9277 -2.7010
H -0.1015 4.3133 -1.9193
H -3.1635 3.3703 0.8812
H -3.1361 0.9779 0.1373
*
```

=====

DFT (the ωB97M-V functional and the def2-TZVPD basis) results for a 3-piece molecular cluster, C3H11N2O4 overall.

Output
Orbital gap ... 7.636 eV

ORCA input file:
```
! RIJCOSX wB97M-V def2-TZVPD def2/J DEFGRID3
* xyz -1 1
O -0.9577 2.8116 -1.5498
C -0.5741 2.1251 -0.5646
N -0.9465 2.5773 0.6976
C -0.0493 0.7536 -0.6835
N 0.0027 -0.0032 0.6048
C 0.9324 -1.4092 0.2602
O 1.4538 -1.2919 -0.9081
H -0.5110 2.1724 1.4956
H -1.6250 3.2061 0.8613
H 1.0118 0.8315 -1.1452
H -0.6484 0.0420 -1.3175
H 0.5862 0.5063 1.3120
H 0.1878 -2.2918 0.1916
H 1.5272 -1.5368 1.1003
H -1.0481 -0.6830 3.2497
H -1.2510 -0.4891 1.6752
O -1.5465 -0.1429 2.6675
H 1.8847 -2.2538 -2.9828
H 0.5607 -2.2645 -2.1068
O 1.0104 -2.6597 -2.8577
*
```

=====

DFT (the ωB97M-V functional and the def2-TZVPD basis) results for a 17-piece molecular cluster, C28H95B2O29 overall.

Output
Orbital gap ... 9.645 eV

ORCA input file:
```
! RIJCOSX wB97M-V def2-TZVPD def2/J DEFGRID3
* xyz -1 1
O -9.8137 -10.2200 4.2497
H -9.0840 -10.7702 4.5435
H -9.6090 -9.3321 3.9474
H -10.5364 -10.1794 4.8804
B -9.2216 -7.4777 4.1670
H -8.2021 -7.7862 4.3398
H -9.3196 -6.4055 4.0960
H -9.6501 -7.9079 3.2751
H -9.8752 -7.7345 4.9862
B -8.6056 -12.5517 4.7694
H -8.0560 -11.6660 4.4905
H -9.4090 -12.6406 4.0546
H -7.9655 -13.4203 4.7858
H -9.0808 -12.4221 5.7293
C -4.6497 -8.1061 6.2547
C -4.3460 -8.5106 7.6564
O -4.9380 -9.7403 8.1940
O -3.8545 -8.9788 5.4680
H -4.2191 -7.1074 6.1824
H -5.7155 -8.0144 6.0453
H -4.7027 -7.7003 8.2923
H -3.2871 -8.6375 7.8815
H -4.4872 -10.4054 7.6686
H -4.1671 -9.8800 5.3597
C -10.7005 -3.6819 2.0215
C -11.4370 -4.5093 3.0859
O -11.4632 -5.8430 2.5503
O -9.2998 -3.7878 2.0668
H -10.9024 -2.6149 2.1150
H -11.1206 -4.0462 1.0840
H -12.4697 -4.1709 3.1702
H -10.9899 -4.6695 4.0670
H -10.7773 -6.3647 2.9732
H -9.1241 -4.6598 1.7058
C -4.9851 -11.1962 3.5375
C -5.0234 -12.2004 4.7229
O -5.2790 -11.3230 5.8103
O -5.1223 -11.7489 2.2075
H -4.1321 -10.5338 3.3904
H -5.7728 -10.4429 3.5364
H -3.9969 -12.5392 4.8629
H -5.7499 -12.9795 4.4922
H -5.8655 -11.7353 6.4487
H -6.0102 -11.7525 1.8425
C -10.1660 -6.6239 11.4225
C -10.9431 -7.8089 10.8570
O -10.3023 -8.9928 11.2144
O -10.1765 -6.7034 12.8524
H -10.5648 -5.6747 11.0648
H -9.1192 -6.7008 11.1283
H -11.0927 -7.7112 9.7818
H -11.9270 -7.8749 11.3214
H -9.5801 -9.0655 10.5861
H -9.3249 -6.9797 13.1988
C -14.7607 -8.5859 5.2556
C -13.1858 -8.4268 4.8786
O -12.4695 -9.6123 5.2698
O -14.9019 -7.9742 6.4384
H -15.2734 -9.5478 5.2603
H -15.3904 -8.0754 4.5270
H -12.8322 -7.5457 5.4139
H -13.0654 -8.2041 3.8184
H -12.8207 -9.9428 6.0999
H -14.0479 -7.5851 6.6410
C -13.9848 -4.0248 7.6451
C -13.0841 -3.1447 6.6327
O -11.9145 -2.6281 7.2014
O -13.2022 -5.1320 7.9739
H -14.8847 -4.4794 7.2309
H -14.3111 -3.5373 8.5638
H -13.7674 -2.3205 6.4276
H -12.8625 -3.6184 5.6764
H -11.2299 -3.2722 7.0062
H -13.2487 -5.2917 8.9194
C -8.6055 -6.1650 7.9162
C -9.7305 -5.3426 7.5750
O -9.6421 -4.6652 6.3911
O -8.6452 -7.4700 7.1859
H -8.6353 -6.3549 8.9891
H -7.6806 -5.6515 7.6534
H -9.7876 -4.6494 8.4142
H -10.5937 -6.0068 7.5323
H -9.9070 -5.3883 5.8179
H -8.9051 -7.2427 6.2901
C -7.8901 -0.3261 1.3492
C -6.6507 0.6305 1.5178
O -6.5349 1.2969 0.2974
O -8.0737 -0.8093 2.6558
H -7.6932 -1.2239 0.7632
H -8.6901 0.1236 0.7611
H -5.7270 0.0647 1.6387
H -6.5988 1.3389 2.3447
H -5.5960 1.4400 0.1577
H -8.1139 -1.7671 2.7067
C -14.7133 -11.6443 8.7380
C -13.2635 -11.9598 8.2068
O -12.6883 -10.6806 7.7828
O -14.8116 -10.3663 9.2704
H -15.0461 -12.2994 9.5431
H -15.5032 -11.8666 8.0206
H -13.2325 -12.6840 7.3927
H -12.6977 -12.4047 9.0253
H -11.7725 -10.9151 7.6160
H -14.0662 -9.8440 8.9654
C -7.3685 -14.3529 1.5838
C -8.3154 -13.1549 1.3317
O -7.9038 -11.9265 1.9303
O -7.4808 -14.7225 2.9117
H -6.4036 -13.8918 1.3731
H -7.5022 -15.1940 0.9035
H -9.3769 -13.2571 1.5569
H -8.3598 -12.9273 0.2666
H -8.0382 -12.1070 2.8636
H -7.7325 -13.9935 3.4834
C -5.3993 -5.2031 4.6787
C -6.4596 -4.4341 3.8976
O -6.4286 -3.0567 4.1534
O -4.1761 -5.1641 4.0865
H -5.7100 -6.2471 4.6373
H -5.2631 -4.8513 5.7013
H -7.4459 -4.8516 4.0999
H -6.3645 -4.6419 2.8318
H -7.3451 -2.8366 4.3358
H -3.6612 -5.9566 4.2548
C -14.0595 -8.1843 0.3160
C -14.0145 -6.8369 -0.4631
O -12.6868 -6.4155 -0.3783
O -15.3987 -8.4897 0.6705
H -13.5471 -7.9709 1.2541
H -13.5682 -8.9869 -0.2341
H -14.7388 -6.1137 -0.0884
H -14.2935 -7.1231 -1.4772
H -12.5050 -5.7725 0.3110
H -15.7829 -7.8611 1.2859
C -8.3021 -8.1099 -0.3526
C -7.7893 -7.4483 0.9812
O -8.6341 -6.3947 1.6188
O -9.0518 -7.0842 -1.0437
H -8.8198 -9.0453 -0.1402
H -7.4022 -8.2116 -0.9592
H -7.0167 -6.7694 0.6203
H -7.4493 -8.1280 1.7626
H -8.8151 -6.7182 2.5043
H -9.8014 -6.9424 -0.4609
C -8.7292 -11.2562 8.3339
C -8.2305 -11.5174 9.7386
O -7.7140 -10.2621 10.2704
O -9.8525 -10.4480 8.1718
H -8.8664 -12.2291 7.8618
H -7.9755 -10.6696 7.8086
H -7.4134 -12.2345 9.6600
H -8.9582 -11.9946 10.3950
H -6.8842 -10.0412 9.8412
H -9.5960 -9.5965 8.5334
*
```

=====

What did the first record say?
DFT (the ωB97M-V functional and the def2-TZVPD basis) results for a 2-piece molecular cluster, C5H7IN2S overall.

Output
Orbital gap (alpha / beta) ... 6.090 / 7.936 eV

ORCA input file:
```
! RIJCOSX wB97M-V def2-TZVPD def2/J DEFGRID3
* xyz 0 1
C 1.8077 0.8768 -1.6726
C 0.8745 1.2726 -0.7762
C 0.7110 -0.8965 -1.2142
C -1.4268 -1.3021 0.6620
C -1.0193 0.0784 0.2467
N 1.7292 -0.4875 -1.8717
N 0.1470 0.1755 -0.4793
S 0.5443 0.7603 2.5860
I -2.5519 1.4745 -0.0974
H 2.7122 1.2843 -2.1920
H 0.8263 2.0395 -0.0840
H 0.3424 -1.8881 -1.0756
H -1.9012 -1.8289 -0.1541
H -2.0637 -1.1432 1.5311
H -0.5980 -1.8378 1.1059
H -0.1337 1.4221 3.4854
*
```